No. 1
Density functional theory data (ωB97M-V/def2-TZVPD) for 3 unconnected molecules or ions with the total composition C12H17BF5O14PS2 in a non-equilibrium geometry.

The calculation puts the HOMO energy at -8.67 eV. As for the SMILES: O=S1(=O)O[C@H](CCOCC(F)(F)F)[C@](OB(O)O)([PH2]=S)O1.O=C1OC[C@@H](F)O1.O=C1OC[C@@H](F)O1.

Element x y z (Å)
O: 1.683 0.342 3.109
S: 2.242 -0.737 2.106
O: 3.409 -1.617 2.638
O: 0.961 -1.820 1.677
C: 0.139 -1.167 0.631
C: -0.741 -2.426 0.058
C: -2.316 -2.053 -0.290
O: -2.498 -0.707 -0.858
C: -3.259 0.078 0.148
C: -3.780 1.545 -0.460
F: -3.011 2.657 0.155
F: -3.681 1.516 -1.966
F: -5.258 1.649 -0.180
C: 1.212 -0.394 -0.337
O: 0.849 0.886 -0.974
B: 1.057 2.037 -0.074
O: -0.050 2.442 0.825
O: 2.307 2.862 -0.017
P: 1.992 -1.345 -1.828
S: 3.064 -2.899 -1.223
O: 2.439 -0.143 0.489
H: -0.376 -0.307 1.236
H: -0.799 -3.220 0.947
H: -0.228 -2.926 -0.868
H: -2.671 -2.878 -1.074
H: -2.930 -2.247 0.702
H: -2.499 0.315 1.033
H: -4.218 -0.493 0.510
H: 0.349 2.390 1.751
H: 2.148 3.526 0.740
H: 0.979 -1.764 -2.770
H: 2.968 -0.455 -2.466
O: -8.290 5.604 2.856
C: -7.441 5.527 1.984
O: -7.042 4.355 1.402
C: -6.152 4.708 0.362
C: -5.663 6.048 0.796
F: -5.388 6.830 -0.272
O: -6.769 6.598 1.476
H: -6.698 4.743 -0.586
H: -5.342 3.979 0.275
H: -4.798 6.015 1.467
O: 4.757 -5.153 -1.074
C: 5.955 -4.937 -1.152
O: 6.497 -3.721 -1.470
C: 7.896 -3.858 -1.325
C: 8.096 -5.326 -1.482
F: 9.144 -5.752 -0.741
O: 6.917 -5.879 -0.941
H: 8.196 -3.492 -0.338
H: 8.427 -3.282 -2.089
H: 8.214 -5.655 -2.520

No. 2
Density functional theory data (ωB97M-V/def2-TZVPD) for 3 unconnected molecules or ions with the total composition C20H46N8O5P2S2 in a non-equilibrium geometry.

The calculation puts the HOMO energy at -7.41 eV. As for the SMILES: O=C(O)OCCCSC(=S)n1ccnc1.CN(C)P(=O)(N(C)C)N(C)C.CN(C)P(=O)(N(C)C)N(C)C.

Element x y z (Å)
O: 1.778 2.436 3.269
C: 1.327 2.550 2.162
O: 0.295 3.343 1.846
O: 1.837 1.830 1.110
C: 1.886 0.430 1.438
C: 2.016 -0.470 0.209
C: 0.838 -0.407 -0.789
S: 0.588 1.176 -1.665
C: 2.007 1.596 -2.619
S: 1.788 2.610 -3.862
N: 3.287 1.075 -2.263
C: 3.855 -0.118 -2.632
C: 5.055 -0.083 -1.950
N: 5.206 1.070 -1.231
C: 4.109 1.767 -1.444
H: 0.281 3.384 0.875
H: 2.798 0.279 2.039
H: 1.063 0.112 2.099
H: 3.001 -0.306 -0.242
H: 2.039 -1.503 0.595
H: -0.092 -0.629 -0.247
H: 0.952 -1.206 -1.537
H: 3.413 -0.866 -3.275
H: 5.809 -0.862 -1.969
H: 3.952 2.742 -1.001
C: -1.032 3.796 7.081
N: -0.789 2.430 6.686
C: 0.507 2.306 6.017
P: -1.834 1.072 6.496
O: -0.979 0.108 7.302
N: -3.203 0.962 7.556
C: -3.793 2.027 8.357
C: -3.331 -0.305 8.284
N: -2.837 1.817 5.262
C: -2.427 1.460 3.904
C: -3.526 3.083 5.252
H: -1.106 4.472 6.215
H: -0.205 4.162 7.699
H: -1.926 3.929 7.683
H: 0.427 2.535 4.956
H: 0.906 1.294 6.115
H: 1.252 2.976 6.453
H: -3.057 2.743 8.728
H: -4.281 1.631 9.249
H: -4.592 2.542 7.817
H: -2.716 -0.311 9.191
H: -3.033 -1.150 7.668
H: -4.370 -0.475 8.573
H: -1.616 2.107 3.536
H: -3.265 1.526 3.203
H: -2.068 0.425 3.868
H: -2.976 3.839 4.675
H: -3.714 3.508 6.231
H: -4.505 2.953 4.776
C: -0.495 -4.224 -7.597
N: 0.046 -2.885 -7.611
C: 0.800 -2.645 -8.835
P: 0.300 -1.719 -6.361
O: -0.352 -0.565 -7.100
N: -0.830 -1.701 -5.046
C: -1.768 -2.750 -4.663
C: -1.435 -0.394 -4.764
N: 1.390 -2.731 -5.424
C: 2.802 -2.463 -5.707
C: 1.232 -4.079 -4.936
H: 0.294 -4.991 -7.583
H: -1.093 -4.399 -8.497
H: -1.162 -4.420 -6.762
H: 1.838 -2.998 -8.743
H: 0.827 -1.582 -9.081
H: 0.347 -3.151 -9.690
H: -2.159 -3.308 -5.516
H: -2.646 -2.336 -4.166
H: -1.333 -3.430 -3.926
H: -2.295 -0.199 -5.415
H: -0.716 0.411 -4.902
H: -1.773 -0.340 -3.727
H: 3.157 -3.020 -6.587
H: 3.437 -2.727 -4.855
H: 2.963 -1.397 -5.902
H: 1.766 -4.803 -5.565
H: 0.206 -4.420 -4.863
H: 1.654 -4.146 -3.926

No. 3
Density functional theory data (ωB97M-V/def2-TZVPD) for 10 unconnected molecules or ions with the total composition C5H28NO11 in a non-equilibrium geometry.

As for the charge: -1. The calculation puts the HOMO energy at -6.18 eV. As for the energy relative to the best compared isomer or geometry (same formula, charge and spin): 94.79 kcal/mol.

Element x y z (Å)
C: -2.796 1.045 0.558
C: -2.013 -0.300 0.603
N: -0.599 0.068 0.891
C: 1.703 -0.771 1.097
C: 0.330 -0.971 0.440
C: 0.560 -1.041 -1.120
O: 0.249 -2.116 -1.620
O: 1.276 -0.121 -1.710
H: -2.722 1.458 -0.410
H: -2.275 1.723 1.176
H: -3.835 0.949 0.697
H: -2.484 -0.985 1.431
H: -2.182 -0.801 -0.332
H: -0.489 0.990 0.389
H: 2.346 -1.579 0.908
H: 1.989 0.238 0.888
H: 1.531 -0.651 2.201
H: -0.107 -1.948 0.732
H: -0.297 0.236 3.324
H: 0.141 0.931 4.581
O: 0.127 0.088 4.155
H: 0.483 2.650 -1.303
H: 0.302 1.374 -1.967
O: -0.033 2.278 -1.973
H: -1.996 0.296 -2.624
H: -1.737 1.752 -2.476
O: -2.459 1.109 -2.523
H: 1.342 2.686 0.664
H: 2.304 2.981 -0.539
O: 1.408 3.173 -0.155
H: -1.967 -2.380 2.473
H: -0.596 -2.900 2.564
O: -1.215 -2.474 3.131
H: 0.056 -0.251 -3.181
H: -0.543 -1.327 -3.723
O: -0.639 -0.402 -3.778
H: 1.525 1.161 1.717
H: 0.578 1.882 2.703
O: 1.359 1.992 2.251
H: 3.799 0.871 -0.814
H: 2.468 0.867 -1.241
O: 3.145 1.504 -0.795
H: -1.439 -3.997 -0.305
H: 0.032 -3.355 -0.447
O: -0.558 -3.923 0.168

No. 4
Density functional theory data (ωB97M-V/def2-TZVPD) for 2 unconnected molecules or ions with the total composition C4H5NO in a non-equilibrium geometry.

The calculation puts the HOMO energy at -9.88 eV. As for the SMILES: CC1=C=N1.C=O. As for the energy relative to the best compared isomer or geometry (same formula, charge and spin): 118.79 kcal/mol.

Element x y z (Å)
C: 1.330 -0.881 0.519
C: 1.603 0.393 -0.144
C: 2.169 1.361 -0.952
N: 1.282 1.639 0.119
H: 0.671 -1.713 -0.052
H: 1.016 -0.815 1.525
H: 2.293 -1.389 0.681
C: -1.743 1.178 0.339
O: -2.531 0.299 0.196
H: -1.570 1.369 1.452
H: -1.416 1.833 -0.466

No. 5
Density functional theory data (ωB97M-V/def2-TZVPD) for C2H3Cl3S in the gas phase in a non-equilibrium geometry.

The calculation puts the HOMO energy at -9.35 eV. As for the SMILES: ClC[C@H](Cl)SCl. As for the energy relative to the best compared isomer or geometry (same formula, charge and spin): 11.74 kcal/mol.

Element x y z (Å)
Cl: -0.357 -1.522 1.677
C: 0.431 -0.891 0.236
C: 0.231 0.579 0.047
Cl: 0.504 1.452 1.584
S: -1.467 1.146 -0.386
Cl: -1.872 0.495 -2.208
H: 1.590 -1.127 0.350
H: -0.049 -1.252 -0.708
H: 0.989 1.119 -0.593

No. 6
Density functional theory data (ωB97M-V/def2-TZVPD) for 2 unconnected molecules or ions with the total composition C4H12 in a non-equilibrium geometry.

The calculation puts the HOMO energy at -11.69 eV. As for the SMILES: CC.CC. As for the energy relative to the best compared isomer or geometry (same formula, charge and spin): 7.22 kcal/mol.

Element x y z (Å)
C: -2.694 -0.286 -0.839
C: -1.440 -0.057 0.032
H: -2.881 -1.358 -0.897
H: -3.534 0.231 -0.382
H: -2.584 0.062 -1.864
H: -1.296 0.985 0.309
H: -0.525 -0.344 -0.487
H: -1.545 -0.719 0.890
C: 2.008 0.726 -0.069
C: 2.105 -0.376 0.987
H: 2.956 1.253 -0.250
H: 1.770 0.337 -1.064
H: 1.342 1.578 0.021
H: 2.973 -0.251 1.621
H: 2.169 -1.319 0.448
H: 1.176 -0.462 1.543

No. 7
Density functional theory data (ωB97M-V/def2-TZVPD) for C2H3N3O in the gas phase in a non-equilibrium geometry.

The calculation puts the HOMO energy at -8.84 eV. As for the energy relative to the best compared isomer or geometry (same formula, charge and spin): 37.34 kcal/mol.

Element x y z (Å)
N: -1.486 -0.015 0.139
C: -0.326 -0.696 -0.060
C: 0.828 0.180 -0.499
N: 1.606 0.699 0.395
N: 2.272 1.176 1.184
O: -0.225 -1.897 0.085
H: -2.318 -0.541 0.362
H: -1.567 0.959 -0.101
H: 1.216 0.134 -1.507

No. 8
Density functional theory data (ωB97M-V/def2-TZVPD) for a molecular structure, C35H46F16InO4 in a non-equilibrium geometry.

As for the charge: -1. The calculation puts the HOMO energy at -4.30 eV. As for the energy relative to the best compared isomer or geometry (same formula, charge and spin): 0.00 kcal/mol.

Element x y z (Å)
C: 1.923 0.824 1.807
C: 1.934 0.986 0.267
C: 3.235 1.628 -0.194
C: 1.961 -0.450 -0.282
C: 0.649 1.618 -0.287
C: 0.495 3.148 -0.227
C: 1.235 3.874 -1.345
C: 0.915 3.802 1.096
C: -1.007 3.433 -0.363
C: -1.539 4.197 -1.325
C: -2.846 4.418 -1.403
C: -3.688 3.873 -0.529
O: -5.036 4.095 -0.649
C: -5.792 2.986 -1.149
C: -5.098 2.141 -2.192
O: -6.092 1.449 -2.917
C: -5.715 0.091 -3.202
C: -6.301 -0.832 -2.133
In: -4.805 -2.008 -0.953
C: -4.969 -1.471 1.253
C: -3.766 -1.803 1.995
C: -2.624 -1.099 1.753
C: -1.491 -1.362 2.395
C: -1.447 -2.350 3.311
C: -2.556 -3.042 3.567
C: -3.700 -2.766 2.934
C: -3.175 3.122 0.457
C: -1.871 2.917 0.536
H: 1.907 -0.217 2.102
H: 1.122 1.380 2.278
H: 2.844 1.247 2.199
H: 3.177 1.808 -1.266
H: 3.449 2.589 0.256
H: 4.056 0.933 -0.069
H: 1.064 -0.956 0.057
H: 2.040 -0.482 -1.362
H: 2.778 -0.978 0.198
H: 0.607 1.352 -1.342
H: -0.180 1.096 0.173
H: 0.904 4.905 -1.344
H: 2.295 3.926 -1.145
H: 1.044 3.443 -2.322
H: 0.628 4.848 1.062
H: 1.981 3.758 1.289
H: 0.372 3.371 1.925
H: -0.934 4.670 -2.076
H: -3.251 5.045 -2.177
H: -6.646 3.427 -1.651
H: -6.185 2.355 -0.354
H: -4.421 1.441 -1.710
H: -4.545 2.762 -2.895
H: -6.180 -0.137 -4.158
H: -4.639 -0.008 -3.331
H: -6.866 -0.226 -1.432
H: -6.983 -1.555 -2.561
H: -3.119 -1.801 -1.484
H: -5.239 -3.752 -1.063
H: -5.860 -1.941 1.659
H: -5.147 -0.400 1.252
H: -2.652 -0.312 1.017
H: -0.619 -0.772 2.160
H: -0.519 -2.562 3.806
H: -2.492 -3.824 4.301
H: -4.591 -3.329 3.163
H: -3.801 2.655 1.198
H: -1.513 2.289 1.334
C: 9.611 3.792 0.104
C: 9.639 2.562 -0.829
C: 8.619 2.502 -1.972
F: 7.355 2.475 -1.523
F: 8.818 1.366 -2.680
F: 9.570 1.440 -0.083
F: 10.868 2.564 -1.422
O: 8.959 3.674 1.364
C: 7.606 3.900 1.510
C: 6.862 2.646 1.978
F: 7.011 1.636 1.102
F: 5.544 2.918 2.076
F: 7.071 4.418 0.390
F: 7.467 4.839 2.472
H: 10.654 3.956 0.372
H: 9.303 4.693 -0.424
H: 8.741 3.354 -2.647
H: 7.236 2.317 2.950
C: -2.727 -7.795 0.407
C: -2.628 -7.919 -1.129
C: -1.251 -8.207 -1.738
F: -0.364 -7.232 -1.492
F: -1.371 -8.306 -3.086
F: -3.170 -6.833 -1.699
F: -3.418 -8.984 -1.476
O: -2.763 -6.503 0.991
C: -1.614 -5.804 1.307
C: -1.483 -4.507 0.510
F: -1.452 -4.771 -0.808
F: -0.308 -3.922 0.844
F: -0.519 -6.588 1.173
F: -1.707 -5.519 2.629
H: -3.704 -8.209 0.652
H: -2.004 -8.440 0.908
H: -0.851 -9.153 -1.361
H: -2.312 -3.828 0.719

No. 9
Density functional theory data (ωB97M-V/def2-TZVPD) for 2 unconnected molecules or ions with the total composition H3O3PS in a non-equilibrium geometry.

The calculation puts the HOMO energy (alpha / beta) at -8.25 / -8.25 eV. As for the energy relative to the best compared isomer or geometry (same formula, charge and spin): 91.67 kcal/mol.

Element x y z (Å)
O: 1.455 0.195 -0.240
O: -0.412 1.126 -1.405
O: -0.295 -1.870 1.128
P: 0.220 1.229 0.077
S: -1.503 -0.650 1.386
H: 1.141 -0.514 -0.775
H: -0.982 1.855 -1.715
H: 0.377 -1.371 1.544

No. 10
Density functional theory data (ωB97M-V/def2-TZVPD) for 2 unconnected molecules or ions with the total composition C19H22N2O3 in a non-equilibrium geometry.

The calculation puts the HOMO energy at -8.40 eV. As for the energy relative to the best compared isomer or geometry (same formula, charge and spin): 461.56 kcal/mol.

Element x y z (Å)
C: -1.312 1.887 1.682
O: -1.668 1.233 2.758
C: -2.540 0.258 2.494
C: -1.948 -1.103 1.902
N: -1.896 -1.165 0.328
H: -1.135 -1.529 0.193
C: -3.164 -1.624 -0.073
C: -3.258 -0.724 -1.696
O: -3.460 0.651 -1.431
H: -2.595 0.856 -0.831
C: -2.121 -0.778 -2.535
H: -1.916 -1.943 -2.717
O: -0.898 -0.410 -2.300
N: 0.078 -0.927 -1.580
C: 1.064 -0.433 -1.254
C: 2.090 -1.192 -0.360
C: 2.380 -2.682 -0.278
C: 3.442 -3.013 0.420
C: 4.508 -1.949 0.775
C: 4.194 -0.640 0.806
C: 3.052 -0.244 -0.067
C: 2.513 1.202 -0.133
C: 3.165 2.459 0.053
C: 2.427 3.529 -0.253
C: 1.293 3.547 -1.363
C: 0.826 2.159 -1.424
C: 1.425 0.818 -0.997
H: -0.148 2.222 -1.991
H: 0.705 4.237 -1.328
H: 2.933 4.417 -0.140
H: 4.113 2.544 0.487
H: 4.917 -0.017 0.957
H: 5.310 -2.383 1.376
H: 3.622 -4.146 0.448
H: 1.589 -3.284 -0.722
H: -2.311 -0.404 -3.504
H: -4.126 -1.084 -2.237
H: -3.026 -2.560 -0.164
H: -3.987 -1.254 0.373
H: -1.106 -0.982 2.431
H: -2.458 -2.051 2.419
H: -3.253 -0.007 3.740
H: -3.612 0.443 1.885
H: -0.839 1.068 0.984
H: -2.307 2.363 0.952
H: -0.561 2.634 1.918

No. 11
Density functional theory data (ωB97M-V/def2-TZVPD) for 2 unconnected molecules or ions with the total composition H2NO2S in a non-equilibrium geometry.

As for the charge: -1. The calculation puts the HOMO energy (alpha / beta) at -2.82 / -2.82 eV. As for the energy relative to the best compared isomer or geometry (same formula, charge and spin): 23.01 kcal/mol.

Element x y z (Å)
N: -1.268 -0.468 0.008
O: 1.159 1.359 -0.194
O: 1.763 -1.060 0.166
S: 1.071 0.139 0.595
H: -1.366 0.507 0.364
H: -1.360 -0.476 -0.939

No. 12
Density functional theory data (ωB97M-V/def2-TZVPD) for CH2O4Si in the gas phase in a non-equilibrium geometry.

The calculation puts the HOMO energy at -11.26 eV. As for the SMILES: O=C1OO[SiH2]O1. As for the energy relative to the best compared isomer or geometry (same formula, charge and spin): 83.20 kcal/mol.

Element x y z (Å)
O: 1.845 -1.681 0.529
C: 1.090 -0.865 0.194
O: 1.526 0.460 -0.029
O: 0.347 1.417 -0.064
Si: -1.032 0.462 -0.171
O: -0.226 -0.977 0.123
H: -1.512 1.099 -1.347
H: -2.037 0.086 0.765

No. 13
Density functional theory data (ωB97M-V/def2-TZVPD) for a molecular structure, C12H28MnO5PS2 in a non-equilibrium geometry.

As for the charge: +1. The calculation puts the HOMO energy (alpha / beta) at -11.24 / -11.38 eV. Its expectation value of S² is 8.755. The multiplicity is 6. As for the energy relative to the best compared isomer or geometry (same formula, charge and spin): 19.06 kcal/mol.

Element x y z (Å)
Mn: -0.978 -0.030 -0.262
C: -3.278 -0.148 -2.727
O: -2.740 0.576 -1.626
C: -3.327 1.862 -1.451
C: -2.293 2.775 -0.778
O: -1.658 2.177 0.344
C: -2.309 2.268 1.602
C: -3.091 0.995 1.941
O: -2.256 -0.130 1.680
C: -2.736 -1.321 2.290
H: -3.104 0.396 -3.658
H: -4.348 -0.325 -2.595
H: -2.750 -1.099 -2.758
H: -4.240 1.758 -0.848
H: -3.595 2.295 -2.422
H: -2.758 3.722 -0.485
H: -1.468 2.960 -1.478
H: -2.979 3.132 1.631
H: -1.513 2.411 2.341
H: -4.005 0.919 1.338
H: -3.364 1.010 3.003
H: -3.744 -1.566 1.940
H: -2.754 -1.201 3.379
H: -2.041 -2.115 2.017
C: 2.888 -1.661 2.340
C: 1.569 -0.929 2.170
C: 1.718 0.580 2.286
O: 0.913 -1.272 0.919
P: 1.348 -0.947 -0.615
S: -0.097 -1.937 -1.619
S: 1.167 1.061 -0.931
O: 2.805 -1.531 -0.680
C: 3.862 -1.365 -1.653
C: 4.160 0.102 -1.915
C: 3.523 -2.119 -2.925
H: 3.231 -1.530 3.363
H: 3.639 -1.271 1.658
H: 2.767 -2.723 2.148
H: 0.844 -1.289 2.914
H: 2.470 0.944 1.589
H: 2.020 0.858 3.291
H: 0.767 1.066 2.056
H: 4.714 -1.835 -1.144
H: 3.340 0.559 -2.468
H: 5.073 0.184 -2.498
H: 4.299 0.640 -0.979
H: 2.615 -1.711 -3.365
H: 3.360 -3.174 -2.722
H: 4.338 -2.023 -3.636